# CH41O24V2

A structure of composition CH41O24V2 at a distorted geometry (the ωB97M-V functional and the def2-TZVPD basis, the Open Molecules 2025 dataset).

```
68
Properties=species:S:1:pos:R:3:lowdin_charge:R:1
O 0.462 0.268 -2.168 -0.31
V 0.815 -1.000 -1.255 1.00
O 0.518 -0.216 0.143 -0.42
O -0.713 0.914 3.253 -0.31
V -0.072 0.396 1.857 0.94
O 0.118 -1.146 2.361 -0.35
C -1.533 -2.282 -2.915 -0.13
O -1.090 -1.608 -1.738 -0.42
H -0.947 -1.828 -3.757 0.08
H -2.555 -2.072 -3.081 0.08
H -1.302 -3.334 -2.717 0.10
O -1.720 -2.470 3.426 -0.07
H -2.149 -1.708 3.840 0.04
H -0.860 -2.138 3.103 -0.04
O -1.669 1.802 5.315 -0.01
H -2.009 1.157 5.861 0.02
H -1.056 1.383 4.745 -0.06
O 1.707 -0.886 4.520 -0.01
H 1.455 0.033 4.579 0.04
H 2.617 -0.909 4.774 0.05
O 1.696 -3.226 2.737 -0.04
H 1.300 -2.398 3.000 -0.03
H 1.049 -3.838 2.426 0.03
O -3.602 1.370 3.451 -0.06
H -2.866 1.527 4.049 -0.04
H -4.439 1.331 3.881 0.02
O 1.378 -2.686 -0.202 -0.07
H 0.802 -3.486 -0.161 0.12
H 2.107 -2.784 0.406 0.07
O -2.753 0.514 -2.253 -0.04
H -2.089 -0.153 -1.999 -0.01
H -2.647 1.255 -1.649 0.05
O -1.511 0.360 -4.745 0.01
H -1.744 0.800 -3.961 0.00
H -1.602 -0.560 -4.627 0.00
O 1.133 0.654 -4.940 -0.08
H 0.165 0.704 -5.067 0.01
H 1.430 0.652 -5.883 0.10
O 2.007 0.662 2.018 -0.04
H 2.612 0.132 2.553 0.09
H 2.533 1.258 1.456 0.12
O 2.959 -0.492 -0.900 -0.03
H 3.528 -0.503 -1.683 0.09
H 3.491 -0.976 -0.245 0.11
O 0.655 3.217 -4.124 -0.03
H -0.290 3.219 -4.090 0.04
H 0.888 2.300 -4.195 -0.04
O -1.298 -3.019 0.567 -0.04
H -1.584 -2.825 -0.319 0.00
H -2.102 -3.378 0.963 0.07
O 0.765 3.664 3.528 -0.05
H 0.055 4.333 3.590 0.07
H 0.672 3.132 4.334 0.04
O 0.016 2.515 -1.474 -0.05
H 0.007 1.785 -2.083 -0.04
H 0.563 3.190 -1.879 0.05
O 2.774 1.950 -2.688 0.00
H 3.111 1.917 -3.554 0.03
H 1.969 1.472 -2.759 -0.05
O -0.224 2.379 1.253 -0.07
H -0.306 2.577 0.329 0.02
H -0.463 3.207 1.723 0.11
O 1.698 -1.985 -2.907 -0.06
H 1.910 -1.301 -3.566 0.08
H 2.612 -2.325 -2.688 0.13
O -1.812 -0.098 0.920 0.00
H -2.409 0.565 0.519 0.13
H -2.142 -0.941 0.764 0.05
```

Computed properties:
**Molar mass**: 539.20 g/mol
**Spin multiplicity**: 1
**Maximum force**: 0.1290 hartree/bohr
**Net charge**: +1
**LUMO level**: -0.1573 hartree

***

# C52H69BrN6O2SSr

A structure of composition C52H69BrN6O2SSr at a distorted geometry (the ωB97M-V functional and the def2-TZVPD basis, the Open Molecules 2025 dataset).

```
132
Properties=species:S:1:pos:R:3:lowdin_charge:R:1
Sr -0.182 1.494 -0.396 1.19
C -3.314 2.884 0.967 -0.12
N -2.475 2.684 2.135 -0.26
C -2.412 3.883 2.940 -0.13
C -2.908 1.540 2.920 -0.21
C -2.557 0.193 2.292 -0.17
N -1.159 0.095 1.907 -0.18
C -0.310 0.267 3.089 -0.14
C 1.167 0.025 2.970 -0.14
C 1.769 -0.978 3.705 -0.02
C 3.156 -1.130 3.755 -0.20
C 3.915 -0.185 3.071 0.00
C 3.369 0.843 2.309 -0.10
C 1.951 0.921 2.186 -0.37
O 1.351 1.740 1.401 -0.29
C 4.239 1.868 1.575 -0.53
C 3.733 3.283 1.884 -0.05
C 5.716 1.806 1.991 -0.08
C 4.169 1.636 0.061 -0.05
C 3.772 -2.274 4.561 -0.57
C 3.399 -2.132 6.044 -0.06
C 5.299 -2.304 4.460 -0.08
C 3.245 -3.620 4.044 -0.06
C -0.803 -1.137 1.201 -0.15
C -1.808 -1.759 0.264 -0.13
C -1.926 -3.143 0.301 -0.01
C -2.813 -3.834 -0.509 -0.20
C -3.653 -3.060 -1.313 -0.01
C -3.602 -1.681 -1.381 -0.08
C -2.573 -0.985 -0.653 -0.36
O -2.379 0.276 -0.761 -0.24
C -4.619 -0.885 -2.198 -0.53
C -5.382 0.062 -1.257 -0.04
C -5.657 -1.780 -2.884 -0.09
C -3.918 -0.059 -3.280 -0.04
C -2.919 -5.356 -0.543 -0.57
C -1.948 -6.023 0.432 -0.08
C -4.340 -5.805 -0.166 -0.06
C -2.595 -5.862 -1.956 -0.06
H -4.371 3.060 1.253 0.09
H -3.261 2.018 0.309 0.04
H -2.961 3.748 0.402 0.05
H -3.399 4.162 3.361 0.08
H -2.062 4.717 2.332 0.04
H -1.712 3.744 3.767 0.08
H -4.005 1.564 3.075 0.12
H -2.463 1.618 3.915 0.10
H -3.167 0.032 1.409 0.10
H -2.823 -0.590 3.031 0.13
H -0.685 -0.399 3.894 0.12
H -0.446 1.301 3.421 0.12
H 1.127 -1.652 4.267 0.10
H 4.990 -0.252 3.128 0.08
H 3.825 3.495 2.953 0.08
H 2.691 3.391 1.587 0.05
H 4.329 4.020 1.337 0.08
H 5.843 1.935 3.070 0.08
H 6.259 2.611 1.490 0.08
H 6.185 0.863 1.699 0.07
H 3.148 1.724 -0.313 0.05
H 4.571 0.652 -0.195 0.08
H 4.762 2.390 -0.468 0.09
H 3.778 -1.188 6.441 0.08
H 3.818 -2.953 6.635 0.07
H 2.317 -2.136 6.176 0.07
H 5.746 -1.399 4.875 0.08
H 5.628 -2.397 3.423 0.08
H 5.691 -3.159 5.018 0.07
H 2.156 -3.665 4.092 0.07
H 3.647 -4.449 4.636 0.07
H 3.532 -3.767 3.001 0.08
H -0.520 -1.928 1.918 0.12
H 0.129 -0.906 0.682 0.08
H -1.285 -3.675 0.998 0.10
H -4.396 -3.576 -1.909 0.08
H -5.920 -0.506 -0.492 0.08
H -6.109 0.652 -1.825 0.08
H -4.687 0.743 -0.773 0.06
H -6.218 -2.386 -2.167 0.08
H -5.194 -2.451 -3.613 0.08
H -6.370 -1.150 -3.422 0.07
H -3.230 0.652 -2.832 0.05
H -4.658 0.490 -3.872 0.08
H -3.353 -0.705 -3.957 0.08
H -2.145 -5.719 1.463 0.08
H -0.913 -5.768 0.199 0.08
H -2.050 -7.110 0.375 0.07
H -4.599 -5.452 0.834 0.08
H -4.421 -6.898 -0.181 0.07
H -5.079 -5.403 -0.861 0.07
H -1.584 -5.569 -2.243 0.08
H -3.282 -5.440 -2.690 0.07
H -2.670 -6.954 -2.005 0.07
C -0.586 -1.150 -4.678 -0.06
C -0.125 -0.437 -3.432 -0.29
N -0.450 0.780 -3.158 0.02
N -1.126 1.436 -4.124 -0.04
C -1.667 2.591 -3.784 -0.92
N -2.214 3.256 -4.868 0.03
S -1.836 3.347 -2.279 0.54
C 0.797 -1.168 -2.539 -0.21
C 1.234 -2.459 -2.894 -0.02
C 2.177 -3.106 -2.121 -0.08
C 2.687 -2.464 -1.002 -0.06
C 2.186 -1.210 -0.701 -0.13
N 1.271 -0.586 -1.428 0.06
H 0.244 -1.400 -5.346 0.07
H -1.279 -0.514 -5.219 0.05
H -1.092 -2.083 -4.413 0.07
H -2.367 2.662 -5.669 0.07
H -2.935 3.915 -4.639 0.05
H 0.830 -2.943 -3.769 0.09
H 2.509 -4.101 -2.392 0.10
H 3.433 -2.915 -0.362 0.10
H 2.515 -0.681 0.190 0.10
Br 0.142 4.717 0.343 0.79
C 1.144 5.532 -1.051 -0.58
C 1.222 6.895 -1.069 -0.16
C 1.988 7.526 -2.072 -0.12
C 2.640 6.775 -3.002 -0.07
C 2.562 5.361 -2.990 -0.19
C 3.242 4.594 -3.961 -0.09
C 3.134 3.231 -3.928 -0.12
C 2.356 2.595 -2.940 -0.18
C 1.654 3.256 -1.942 -0.15
C 1.789 4.683 -1.999 -0.25
H 0.703 7.479 -0.320 0.08
H 2.051 8.608 -2.095 0.08
H 3.232 7.253 -3.778 0.09
H 3.831 5.103 -4.718 0.09
H 3.650 2.628 -4.672 0.08
H 2.316 1.508 -2.995 0.06
```

Computed properties:
**Molar mass**: 1009.75 g/mol
**Spin multiplicity**: 1
**ΔE to the lowest compared entry with this formula, charge and spin**: 0.2289 eV
**Maximum force**: 0.0234 hartree/bohr
**Net charge**: -2
**LUMO level**: 0.1431 hartree

***

# C5H13N2

A cluster of 2 separate species, C5H13N2 in total at a distorted geometry (the ωB97M-V functional and the def2-TZVPD basis, the Open Molecules 2025 dataset).

```
20
Properties=species:S:1:pos:R:3:lowdin_charge:R:1
C -0.696 1.120 2.069 -0.04
C 0.136 1.816 1.003 -0.20
C 0.927 0.900 0.141 0.15
C 0.372 0.347 -1.030 -0.14
N 0.692 -0.692 -1.725 0.10
C 1.831 -1.479 -1.298 -0.06
N -2.149 -1.466 -0.559 0.04
H -1.416 1.803 2.515 0.10
H -0.129 0.715 2.906 0.09
H 0.769 2.650 1.323 0.14
H -0.541 2.306 0.280 0.14
H 1.992 0.789 0.349 0.15
H -0.360 1.054 -1.434 0.14
H -1.254 -1.791 -0.876 -0.02
H 2.308 -1.063 -0.410 0.07
H 2.563 -1.447 -2.110 0.12
H 1.592 -2.533 -1.163 0.11
H -2.661 -1.189 -1.390 0.03
H -1.266 0.347 1.544 0.07
H -2.710 -2.188 -0.136 0.02
```

Computed properties:
**Molar mass**: 101.17 g/mol
**Spin multiplicity**: 1
**ΔE to the lowest compared entry with this formula, charge and spin**: 4.8731 eV
**Maximum force**: 0.0463 hartree/bohr
**Net charge**: +1
**LUMO level**: -0.2815 hartree